[1]
Formula: C17H20CeO2SbSe4
Source: the OMol25 dataset
Level of theory: ωB97M-V/def2-TZVPD

Output
ΔE to the lowest compared entry with this formula, charge and spin: 30.85 kcal per mole
Lowest unoccupied orbital energy (alpha / beta): 4.07 / 4.07 eV
HOMO-LUMO gap (alpha / beta): 5.231 / 5.230 eV
Total charge: -2
Expectation value of S²: 0.751
2S+1: 2
E_HOMO (alpha / beta): -1.2 / -1.2 eV

Each line ends with the natural charge from an NBO analysis.
CARTESIAN COORDINATES (ANGSTROEM)
Ce: 7.982 9.667 9.847  0.704
C: 7.387 9.511 12.306  -0.161
C: 6.145 9.887 11.729  -0.119
C: 6.201 11.311 11.407  -0.114
C: 7.450 11.776 11.816  -0.070
C: 8.227 10.718 12.423  -0.123
C: 9.515 10.951 13.120  -0.617
C: 7.776 13.241 11.823  -0.623
C: 5.022 12.092 10.845  -0.617
C: 4.961 9.009 11.499  -0.671
C: 7.756 8.197 12.849  -0.658
H: 9.988 9.997 13.279  0.224
H: 9.291 11.498 14.064  0.196
H: 10.142 11.551 12.509  0.208
H: 7.668 13.716 12.797  0.195
H: 7.205 13.763 11.091  0.207
H: 8.835 13.340 11.436  0.210
H: 5.361 13.021 10.323  0.195
H: 4.372 12.440 11.577  0.198
H: 4.465 11.607 10.034  0.226
H: 5.044 8.051 12.069  0.253
H: 4.856 8.635 10.432  0.271
H: 4.005 9.591 11.704  0.192
H: 7.990 8.310 13.956  0.178
H: 8.726 7.802 12.525  0.259
H: 7.043 7.407 12.758  0.269
Se: 6.096 5.357 11.271  -0.818
Sb: 7.214 6.372 9.319  1.114
Se: 5.973 8.463 8.215  -0.552
Se: 9.380 7.210 10.248  -0.549
Se: 8.025 4.752 7.709  -0.792
O: 9.053 11.681 9.204  -0.690
C: 9.593 11.115 8.225  0.763
O: 9.168 10.005 7.773  -0.640
C: 10.828 11.734 7.584  -0.118
C: 11.125 13.073 7.857  -0.197
C: 12.208 13.649 7.288  -0.221
C: 12.956 12.963 6.290  -0.223
C: 12.544 11.702 5.912  -0.233
C: 11.422 11.098 6.510  -0.152
H: 10.483 13.528 8.638  0.240
H: 12.342 14.710 7.560  0.200
H: 13.678 13.577 5.754  0.202
H: 12.811 11.132 5.087  0.207
H: 11.001 10.218 6.100  0.243



[2]
Formula: C5H6N2O3S2
Source: the OMol25 dataset
Level of theory: ωB97M-V/def2-TZVPD

Output
ΔE to the lowest compared entry with this formula, charge and spin: 8.43 kcal per mole
Lowest unoccupied orbital energy: -0.77 eV
HOMO-LUMO gap: 8.395 eV
Total charge: 0
E_HOMO: -9.2 eV

Each line ends with the natural charge from an NBO analysis.
CARTESIAN COORDINATES (ANGSTROEM)
C: 0.015 -0.771 0.055  0.642
C: 1.502 1.107 0.124  -0.135
C: -0.770 0.271 0.761  -0.198
C: -1.802 -0.419 1.616  -0.629
C: 2.209 -0.767 -1.385  -0.422
N: 1.213 -0.133 -0.441  -0.459
N: -1.868 1.049 -0.528  0.565
O: -0.249 -1.919 -0.114  -0.522
O: -1.428 1.976 -1.074  -0.323
O: -2.881 0.466 -0.688  -0.352
S: 2.725 1.941 -0.485  -0.004
S: 0.278 1.594 1.279  0.425
H: -1.349 -1.253 2.084  0.234
H: -2.541 -0.694 0.972  0.259
H: -2.050 0.297 2.302  0.214
H: 2.183 0.011 -2.155  0.246
H: 3.018 -0.982 -0.724  0.223
H: 1.794 -1.775 -1.597  0.233



[3]
Formula: C5H6Cl2
Source: the OMol25 dataset
Level of theory: ωB97M-V/def2-TZVPD

Output
ΔE to the lowest compared entry with this formula, charge and spin: 113.55 kcal per mole
Lowest unoccupied orbital energy (alpha / beta): -0.27 / -0.48 eV
HOMO-LUMO gap (alpha / beta): 8.696 / 8.138 eV
Total charge: 0
E_HOMO (alpha / beta): -9.0 / -8.6 eV

Each line ends with the natural charge from an NBO analysis.
CARTESIAN COORDINATES (ANGSTROEM)
C: 1.693 1.055 -0.285  -0.536
C: -1.341 0.683 0.036  -0.193
C: 1.053 0.007 -0.004  0.218
C: -2.607 0.275 0.010  -0.246
C: 1.236 -1.422 0.215  -0.734
Cl: -2.840 -1.407 -0.073  0.027
Cl: -4.011 1.236 0.065  0.052
H: 2.806 1.301 -0.259  0.241
H: 1.142 1.999 -0.448  0.234
H: -0.920 1.605 0.264  0.177
H: 2.268 -1.632 -0.325  0.236
H: 0.324 -1.830 -0.452  0.269
H: 1.199 -1.869 1.256  0.256



[4]
Formula: C46H123N5O18
Source: the OMol25 dataset
Level of theory: ωB97M-V/def2-TZVPD

Output
ΔE to the lowest compared entry with this formula, charge and spin: 0.00 kcal per mole
Lowest unoccupied orbital energy: 0.61 eV
HOMO-LUMO gap: 8.744 eV
Total charge: 0
E_HOMO: -8.1 eV

Each line ends with the Löwdin charge.
CARTESIAN COORDINATES (ANGSTROEM)
C: 13.107 15.414 12.002  -0.103
C: 13.858 14.669 13.033  -0.302
O: 15.282 14.847 12.939  -0.116
H: 12.003 15.261 12.038  0.093
H: 13.365 15.106 10.962  0.091
H: 13.198 16.461 11.947  0.050
H: 13.589 13.573 12.903  0.122
H: 13.463 14.970 14.024  0.117
H: 15.612 14.050 13.403  0.047
C: 15.939 16.120 16.146  -0.083
C: 15.277 17.120 17.061  -0.307
O: 15.877 18.419 17.050  -0.111
H: 16.963 15.985 16.419  0.048
H: 16.017 16.456 15.085  0.078
H: 15.468 15.167 16.043  0.053
H: 15.326 16.827 18.109  0.110
H: 14.244 17.218 16.711  0.108
H: 15.898 18.676 16.084  0.054
C: 16.120 11.525 11.856  -0.048
C: 15.557 11.367 13.311  -0.283
O: 15.928 12.433 14.156  -0.128
H: 15.835 10.730 11.187  0.067
H: 17.146 11.417 11.847  0.010
H: 15.713 12.410 11.403  0.070
H: 15.846 10.387 13.759  0.095
H: 14.406 11.425 13.299  0.128
H: 16.904 12.330 14.340  0.065
C: 24.577 10.883 13.086  -0.062
C: 23.342 11.308 13.798  -0.336
O: 22.655 10.242 14.429  -0.090
H: 25.065 10.155 13.761  0.076
H: 25.323 11.682 12.904  0.074
H: 24.329 10.362 12.116  0.101
H: 22.598 11.775 13.165  0.089
H: 23.554 12.097 14.527  0.082
H: 23.267 9.595 14.846  0.064
C: 18.231 16.445 9.551  -0.072
C: 17.324 16.393 10.757  -0.318
O: 16.205 15.562 10.483  -0.104
H: 19.228 16.815 9.732  0.048
H: 17.804 17.156 8.825  0.080
H: 18.354 15.415 9.124  0.063
H: 16.891 17.353 10.930  0.084
H: 17.763 16.011 11.673  0.096
H: 15.748 15.235 11.267  0.014
C: 19.467 13.297 12.678  -0.056
C: 19.040 13.735 14.086  -0.269
O: 18.538 12.671 14.890  -0.129
H: 19.694 14.196 12.040  0.090
H: 18.632 12.770 12.231  0.044
H: 20.360 12.685 12.680  0.049
H: 18.253 14.474 14.069  0.100
H: 19.891 14.244 14.535  0.091
H: 19.222 12.204 15.450  0.050
C: 19.268 12.669 18.278  -0.075
C: 19.570 11.229 17.956  -0.230
O: 19.910 11.207 16.532  -0.129
H: 20.144 13.297 18.274  0.050
H: 18.888 12.685 19.309  0.086
H: 18.467 13.148 17.689  0.075
H: 18.746 10.504 18.107  0.125
H: 20.498 11.001 18.441  0.087
H: 20.203 10.308 16.392  0.032
C: 22.775 12.503 17.407  -0.071
C: 22.337 13.679 16.508  -0.284
O: 23.005 14.928 16.784  -0.087
H: 23.851 12.605 17.557  0.079
H: 22.593 11.578 16.854  0.050
H: 22.270 12.354 18.370  0.065
H: 21.272 13.804 16.607  0.082
H: 22.547 13.335 15.459  0.088
H: 22.354 15.638 16.928  0.055
C: 23.114 14.267 8.245  -0.120
O: 22.161 13.246 8.097  -0.175
C: 21.414 13.236 9.275  -0.282
C: 20.212 12.403 9.059  -0.197
N: 19.262 13.229 8.251  -0.049
C: 17.858 12.725 8.269  -0.179
C: 17.673 11.247 7.857  -0.234
O: 16.277 11.020 7.633  -0.194
C: 15.932 9.631 7.800  -0.098
H: 23.706 14.067 9.188  0.083
H: 22.633 15.297 8.342  0.105
H: 23.769 14.222 7.331  0.100
H: 20.978 14.219 9.488  0.115
H: 22.048 12.874 10.115  0.130
H: 19.669 12.192 9.965  0.094
H: 20.445 11.467 8.600  0.111
H: 19.572 13.351 7.294  0.110
H: 17.278 13.301 7.534  0.124
H: 17.387 12.874 9.259  0.109
H: 18.067 10.537 8.553  0.089
H: 18.254 11.062 6.944  0.124
H: 16.011 9.311 8.818  0.062
H: 16.564 8.994 7.160  0.089
H: 14.887 9.558 7.446  0.095
C: 10.470 8.624 20.097  -0.071
O: 11.638 9.412 19.710  -0.200
C: 11.308 10.776 19.818  -0.276
C: 12.510 11.602 19.432  -0.233
N: 12.850 11.418 18.050  -0.060
C: 13.966 12.121 17.470  -0.199
C: 15.361 11.745 18.050  -0.212
O: 15.618 10.343 18.101  -0.174
C: 15.787 9.835 16.815  -0.139
H: 10.722 7.625 19.801  0.077
H: 9.581 9.033 19.587  0.090
H: 10.391 8.665 21.178  0.082
H: 11.028 11.050 20.868  0.129
H: 10.415 11.010 19.151  0.137
H: 13.334 11.267 20.171  0.142
H: 12.343 12.647 19.577  0.109
H: 12.717 10.445 17.788  0.116
H: 13.939 13.220 17.601  0.124
H: 14.011 11.849 16.445  0.081
H: 15.398 12.034 19.105  0.112
H: 16.087 12.396 17.501  0.117
H: 15.895 8.763 16.939  0.089
H: 16.699 10.291 16.374  0.080
H: 14.950 9.945 16.085  0.091
C: 21.020 19.673 11.756  -0.134
O: 21.458 19.027 12.921  -0.220
C: 21.454 17.597 12.757  -0.192
C: 22.645 17.062 13.570  -0.188
N: 22.466 15.638 13.725  -0.050
C: 23.048 14.873 12.643  -0.192
C: 24.572 14.890 12.692  -0.266
O: 24.970 14.288 11.523  -0.195
C: 26.407 14.483 11.291  -0.065
H: 21.830 19.762 10.986  0.104
H: 20.755 20.698 12.063  0.095
H: 20.100 19.257 11.325  0.080
H: 21.564 17.394 11.722  0.095
H: 20.541 17.122 13.094  0.108
H: 22.572 17.498 14.582  0.123
H: 23.631 17.394 13.206  0.118
H: 22.837 15.301 14.599  0.065
H: 22.696 15.362 11.679  0.136
H: 22.628 13.917 12.560  0.068
H: 24.871 14.355 13.625  0.134
H: 24.983 15.889 12.862  0.111
H: 26.628 14.063 10.269  0.102
H: 27.034 13.908 11.968  0.075
H: 26.721 15.510 11.393  0.076
C: 24.318 8.615 17.096  -0.111
O: 23.282 8.093 16.308  -0.206
C: 22.177 7.832 17.176  -0.200
C: 20.908 7.422 16.368  -0.180
N: 20.401 8.520 15.570  -0.066
C: 19.042 8.421 15.032  -0.170
C: 18.954 9.246 13.765  -0.243
O: 19.716 8.614 12.785  -0.166
C: 19.866 9.345 11.562  -0.075
H: 23.912 9.341 17.747  0.060
H: 25.102 9.063 16.416  0.113
H: 24.651 7.792 17.757  0.099
H: 21.876 8.642 17.819  0.108
H: 22.459 7.002 17.825  0.120
H: 20.214 7.134 17.199  0.131
H: 21.031 6.495 15.784  0.123
H: 21.080 8.723 14.828  0.101
H: 18.315 8.857 15.759  0.107
H: 18.708 7.449 14.730  0.114
H: 19.203 10.284 13.953  0.104
H: 17.886 9.344 13.402  0.129
H: 20.544 8.807 10.941  0.081
H: 20.346 10.334 11.685  0.074
H: 18.916 9.621 11.091  0.077
C: 14.770 19.956 13.668  -0.061
O: 15.904 19.299 14.295  -0.216
C: 17.073 19.594 13.525  -0.211
C: 18.360 19.035 14.081  -0.214
N: 18.779 19.521 15.377  -0.013
C: 20.021 18.908 15.851  -0.162
C: 20.066 17.414 16.282  -0.171
O: 20.893 17.106 17.415  -0.245
C: 20.420 17.430 18.730  -0.068
H: 13.992 20.200 14.388  0.092
H: 14.414 19.244 12.908  0.092
H: 15.034 20.847 13.152  0.069
H: 17.238 20.689 13.428  0.134
H: 16.911 19.252 12.496  0.114
H: 19.033 19.305 13.280  0.086
H: 18.348 17.951 14.037  0.113
H: 18.048 19.421 16.041  0.082
H: 20.498 19.521 16.608  0.116
H: 20.757 18.949 15.027  0.094
H: 20.482 16.731 15.545  0.096
H: 19.078 17.078 16.607  0.102
H: 20.745 18.434 18.989  0.083
H: 20.804 16.683 19.395  0.078
H: 19.322 17.349 18.741  0.092



What did the second record say?
Formula: C5H6N2O3S2
Source: the OMol25 dataset
Level of theory: ωB97M-V/def2-TZVPD

Output
ΔE to the lowest compared entry with this formula, charge and spin: 8.43 kcal per mole
Lowest unoccupied orbital energy: -0.77 eV
HOMO-LUMO gap: 8.395 eV
Total charge: 0
E_HOMO: -9.2 eV

Each line ends with the natural charge from an NBO analysis.
CARTESIAN COORDINATES (ANGSTROEM)
C: 0.015 -0.771 0.055  0.642
C: 1.502 1.107 0.124  -0.135
C: -0.770 0.271 0.761  -0.198
C: -1.802 -0.419 1.616  -0.629
C: 2.209 -0.767 -1.385  -0.422
N: 1.213 -0.133 -0.441  -0.459
N: -1.868 1.049 -0.528  0.565
O: -0.249 -1.919 -0.114  -0.522
O: -1.428 1.976 -1.074  -0.323
O: -2.881 0.466 -0.688  -0.352
S: 2.725 1.941 -0.485  -0.004
S: 0.278 1.594 1.279  0.425
H: -1.349 -1.253 2.084  0.234
H: -2.541 -0.694 0.972  0.259
H: -2.050 0.297 2.302  0.214
H: 2.183 0.011 -2.155  0.246
H: 3.018 -0.982 -0.724  0.223
H: 1.794 -1.775 -1.597  0.233



What is the ΔE to the lowest compared entry with this formula, charge and spin in the second record? 8.43 kcal per mole



What is the formula in the fourth record? C46H123N5O18